[1]
Formula: C23H42BeCl3N2O4Si
Source: the Open Molecules 2025 dataset
Level of theory: ωB97M-V with the def2-TZVPD basis set

The calculation puts the molar mass at 554.1 g mol⁻¹. The energy above the lowest of the compared OMol25 structures with the same formula, charge and spin is 4.5641 eV. The maximum force comes out at 0.05440 Eh/bohr. Its total charge is -1. For the highest occupied orbital energy, the calculation gives -4.59 eV.

Atoms and positions in Å:
C: -1.59 -2.18 -3.88
C: -0.93 -2.39 -2.54
H: -1.93 -3.12 -4.37
H: -0.90 -1.71 -4.59
H: -2.50 -1.56 -3.79
C: -0.35 -3.58 -2.30
C: -0.12 -4.68 -3.30
H: -0.08 -3.85 -1.28
H: 0.34 -4.25 -4.21
H: -1.07 -5.17 -3.61
H: 0.57 -5.42 -2.88
Be: -4.99 0.84 -0.63
Cl: -3.50 1.16 0.46
Cl: 0.10 1.65 0.23
H: 0.48 5.82 4.03
H: -1.45 5.43 2.53
C: 1.05 5.39 3.19
C: -0.95 4.62 1.96
N: 0.31 4.27 2.62
H: 2.03 5.05 3.53
C: 0.59 3.00 3.04
O: 1.52 2.73 3.81
H: -1.61 3.74 1.91
H: -0.10 2.24 2.61
H: 1.15 6.17 2.42
H: -0.78 4.98 0.94
H: 2.12 -1.01 -2.58
H: 1.96 -3.18 -1.71
C: 2.87 -0.67 -1.85
C: 2.76 -3.00 -0.99
N: 2.81 -1.56 -0.70
H: 2.63 0.35 -1.49
C: 3.28 -1.10 0.53
O: 3.39 0.09 0.82
H: 2.55 -3.55 -0.05
H: 3.51 -1.95 1.22
H: 3.89 -0.68 -2.30
H: 3.72 -3.34 -1.42
O: -0.12 -0.04 -1.84
C: -0.87 -1.19 -1.51
C: 0.08 -2.21 0.66
C: -1.03 -1.92 -0.11
H: 1.00 -1.72 0.37
C: 0.04 -3.17 1.69
H: -1.85 -0.76 -1.63
C: -2.28 -2.33 0.42
H: 0.97 -3.46 2.19
C: -1.17 -3.74 2.07
C: -2.35 -3.24 1.49
H: -3.21 -1.97 -0.04
H: -1.21 -4.47 2.89
H: -3.31 -3.60 1.88
Si: -0.14 2.02 -1.80
Cl: -5.04 0.53 -2.40
C: 1.51 2.69 -2.46
C: -1.08 3.78 -1.36
C: -0.98 1.79 -3.46
H: 2.36 1.96 -2.37
H: 1.80 3.63 -1.96
H: 1.45 2.92 -3.54
H: -0.26 1.26 -4.09
H: -1.15 2.78 -3.90
H: -1.94 1.27 -3.46
H: -1.96 3.76 -0.69
H: -1.46 4.35 -2.23
H: -0.35 4.48 -0.91
C: -1.10 -0.16 4.13
C: 0.25 -0.22 3.45
C: 1.42 -0.50 4.34
O: 0.37 0.02 2.25
H: -1.25 -1.09 4.72
H: -1.90 -0.06 3.37
H: -1.11 0.71 4.83
H: 2.18 -1.01 3.74
H: 1.81 0.48 4.67
H: 1.10 -1.11 5.20

These are the Mulliken partial charges, in e, on atoms 1 to 6: number 1, C, carries -1.683; number 2, C, carries 0.367; number 3, H, carries 0.421; number 4, H, carries 0.262; number 5, H, carries 0.246; number 6, C, carries 0.097

***

[2]
Formula: C3H8N2O2
Source: the Open Molecules 2025 dataset
Level of theory: ωB97M-V with the def2-TZVPD basis set

The calculation puts the molar mass at 104.1 g mol⁻¹. The energy above the lowest of the compared OMol25 structures with the same formula, charge and spin is 2.7610 eV. The maximum force comes out at 0.09437 Eh/bohr. For the highest occupied orbital energy, the calculation gives -9.68 eV.

Atoms and positions in Å:
C: -0.09 0.10 -0.66
C: 0.54 0.55 -1.81
N: 1.67 1.33 -1.33
C: 1.59 1.43 0.11
N: 0.70 0.62 0.57
H: -0.83 -0.66 -0.39
H: 0.27 0.37 -2.81
H: 2.10 2.19 -1.84
H: 2.18 2.08 0.69
O: -1.20 -3.12 0.44
H: -1.12 -3.36 -0.56
H: -0.90 -2.15 0.74
O: -1.70 0.03 2.59
H: -2.31 0.66 2.12
H: -0.88 -0.05 2.13

These are the Mulliken partial charges, in e, on atoms 1 to 6: number 1, C, carries -0.067; number 2, C, carries -0.623; number 3, N, carries -0.217; number 4, C, carries -0.171; number 5, N, carries -0.359; number 6, H, carries 0.251

***

[3]
Formula: C4H11O4
Source: the Open Molecules 2025 dataset
Level of theory: ωB97M-V with the def2-TZVPD basis set

The calculation puts the molar mass at 123.1 g mol⁻¹. The energy above the lowest of the compared OMol25 structures with the same formula, charge and spin is 1.6654 eV. The maximum force comes out at 0.02628 Eh/bohr. Its total charge is -1. For the highest occupied orbital energy, the calculation gives -4.33 eV.

Atoms and positions in Å:
O: 2.39 -1.26 -3.01
C: 1.56 -0.48 -2.61
C: 1.05 -0.49 -1.21
C: -0.49 -0.55 -1.14
C: -0.98 -0.65 0.35
O: -1.18 0.59 0.90
H: 1.16 0.23 -3.36
H: 1.47 0.29 -0.56
H: 1.41 -1.41 -0.75
H: -0.91 0.33 -1.61
H: -0.79 -1.43 -1.72
H: -1.90 -1.26 0.28
H: -0.16 -1.19 0.87
H: -1.37 1.02 3.98
H: -1.42 0.67 2.44
O: -1.81 0.43 3.36
H: 0.02 1.58 0.85
H: 1.04 1.51 1.87
O: 0.90 2.07 1.07

These are the Mulliken partial charges, in e, on atoms 1 to 6: number 1, O, carries -0.527; number 2, C, carries -0.131; number 3, C, carries -0.301; number 4, C, carries -0.654; number 5, C, carries -0.485; number 6, O, carries -0.985